Record 1
26
Properties=species:S:1:pos:R:3:mulliken_charge:R:1 method="wB97M-V/def2-TZVPD" gap_ev=7.59 total_charge=-1 homo_energy_ha=-0.1619 spin_multiplicity=1
C 0.4774 -0.9898 -1.9067 -1.2659
C -1.6693 -0.1015 1.0224 -0.1692
C -1.5301 -0.7174 -0.2364 0.7139
C -0.1778 -0.5212 -0.6529 0.3745
C 0.4387 0.2074 0.3163 -0.8218
C -2.8835 0.0229 1.6916 -0.7459
C -3.9587 -0.6382 1.1373 -0.2437
C -3.8268 -1.3508 -0.0629 -0.7944
C -2.6680 -1.3190 -0.7992 -0.2776
N -0.4600 0.4724 1.3252 -0.0222
H -2.9277 0.7431 2.5014 0.3402
H -4.8882 -0.5102 1.6832 0.3448
H -0.2280 0.6882 2.2790 0.2903
H -4.7665 -1.6901 -0.4784 0.3117
H 1.4673 0.4405 0.5186 0.6572
H -2.5401 -1.6815 -1.8146 0.3203
H 1.0066 -1.9310 -1.7354 0.2575
H 1.2620 -0.3317 -2.2712 0.3143
H -0.2573 -1.1881 -2.6910 0.3708
C 4.0137 1.9989 -0.3718 -0.8499
C 4.0208 0.6984 0.5228 0.6317
O 4.9219 -0.1209 0.3013 -0.7096
O 3.1323 0.7337 1.4136 -0.7766
H 3.2163 2.0497 -1.1216 0.1834
H 4.9485 2.2189 -0.8953 0.3157
H 3.8764 2.8173 0.3248 0.2503

Record 2
11
Properties=species:S:1:pos:R:3:mulliken_charge:R:1 method="wB97M-V/def2-TZVPD" gap_ev=8.83 homo_energy_ha=-0.3265 spin_multiplicity=1
C 1.0487 -0.3082 -0.0781 0.4602
H -1.8649 1.3642 -0.3204 0.1758
H -0.0778 -1.2159 1.4067 0.2763
H 1.4913 -2.2600 -0.0171 0.2477
H 1.7709 1.3008 -0.9730 0.2557
H 0.7429 1.6612 1.1529 0.3472
N -0.2242 -0.3845 0.7475 -0.4637
N 1.9293 -1.3970 -0.1557 -0.7100
N 0.9835 0.9026 -0.4628 0.0305
O 0.3226 1.6938 0.2421 -0.4574
S -1.8597 -0.3999 -0.2263 -0.1624

Record 3
13
Properties=species:S:1:pos:R:3:mulliken_charge:R:1 method="wB97M-V/def2-TZVPD" gap_ev=5.72 total_charge=+1 homo_energy_ha=-0.5646 spin_multiplicity=1
C -0.7281 -0.4232 -0.6795 -0.3890
C 0.5925 -1.0713 -0.3916 0.0023
C 1.4420 -0.7748 0.6331 -0.5352
O -0.4884 1.0769 1.5952 -0.5954
N -0.4546 0.9728 -0.7602 -0.1672
H -1.1001 -0.7395 -1.6678 0.3983
H -1.6213 -0.7886 -0.1557 0.2972
H 0.8831 -1.8399 -1.1091 0.3629
H 1.2549 0.1551 1.1520 0.3899
H 2.3590 -1.3566 0.6465 0.3000
H -0.8038 1.5089 -1.5650 0.3165
H -0.7638 1.9187 2.0076 0.3178
H -0.5714 1.3616 0.2945 0.3019

Record 4
74
Properties=species:S:1:pos:R:3:mulliken_charge:R:1 method="wB97M-V/def2-TZVPD" gap_ev=7.36 total_charge=+1 homo_energy_ha=-0.4072 spin_multiplicity=1
C 3.5125 0.1853 1.1964 -0.8296
C 2.4512 1.1467 0.3915 -0.3504
O 1.0781 0.5597 0.2906 0.0253
C 1.1510 -0.6473 -0.5429 -1.0003
C -0.2123 -1.0445 -1.3462 0.1174
O -0.2319 0.0185 -2.4069 -0.5137
C 0.0616 -2.3685 -2.3347 0.0718
N 0.9784 -1.8417 -3.4250 -0.4543
C -1.5156 -2.4748 -2.8818 -0.9071
C -2.4584 -1.7463 -1.7290 0.2841
N -3.5802 -0.8281 -2.1464 -0.7504
C -3.3121 -0.1176 -3.2820 0.4008
S -2.6441 0.6373 -4.6847 -0.1026
N -1.5159 -1.3052 -0.5819 1.0564
C -2.0444 -0.1958 0.3342 -0.9224
O -2.1312 1.1350 -0.3431 0.0037
C -2.8816 2.0986 0.4746 -0.3991
C -1.7560 3.1658 1.0821 -0.7561
C -1.6096 -2.5550 0.2922 -0.9073
C -0.5824 -2.6191 1.5589 0.3084
C 0.4612 -3.9104 1.4321 -1.3658
O -1.3931 -2.9090 2.7885 -0.5959
H 3.6685 -0.8675 0.6573 0.2161
H 3.2508 0.0266 2.3308 0.2047
H 4.5848 0.7063 1.1455 0.3825
H 2.9298 1.3495 -0.6800 0.3383
H 2.4537 2.1955 0.9367 0.3075
H 2.0012 -0.5003 -1.3677 0.5192
H 1.5644 -1.5196 0.1562 -0.3718
H -0.1221 0.9244 -1.9950 0.3834
H 0.4456 -3.1956 -1.6015 0.3721
H 0.4422 -1.7019 -4.3162 0.2427
H 1.8274 -2.4337 -3.5587 0.2489
H -1.7252 -2.2773 -4.0121 0.3394
H -1.7321 -3.6466 -2.8084 0.2230
H -3.0985 -2.6934 -1.3775 0.3933
H -1.3217 0.0194 1.2602 0.2788
H -3.1017 -0.4375 0.7958 0.5483
H -3.5620 1.6310 1.3030 0.2752
H -3.5833 2.7330 -0.2526 0.3286
H -2.3486 4.1317 1.3887 0.3873
H -0.9579 3.4016 0.2278 0.1178
H -1.2609 2.6657 2.0256 0.2349
H -2.7083 -2.5805 0.7590 0.4590
H -1.4236 -3.5650 -0.3169 0.5174
H -0.0027 -1.6308 1.7963 0.2042
H 0.9118 -4.0782 2.5037 0.3562
H 1.2746 -3.7362 0.6068 0.2453
H -0.2382 -4.8459 1.2012 0.4817
H -1.4056 -3.9173 2.9006 0.3954
C -2.3811 7.1460 -3.9211 -0.4223
C -1.3431 6.4919 -3.2581 -0.4021
C -1.2475 5.1016 -3.3109 -0.4833
C -2.1853 4.3655 -4.0357 0.1719
C -3.2211 5.0199 -4.7017 -0.3234
C -3.3220 6.4096 -4.6412 -0.3719
H -2.4573 8.2293 -3.8769 0.3606
H -0.6085 7.0661 -2.6991 0.3616
H -0.4425 4.5918 -2.7887 0.3893
H -2.1081 3.2824 -4.0810 -0.0310
H -3.9508 4.4462 -5.2678 0.3561
H -4.1323 6.9187 -5.1557 0.3645
C 4.6379 -2.5384 6.5954 -0.4478
C 3.2658 -2.3312 6.4570 -0.4276
C 2.6958 -2.2555 5.1865 -0.4702
C 3.4974 -2.3970 4.0534 0.0042
C 4.8690 -2.6079 4.1919 -0.5923
C 5.4404 -2.6744 5.4624 -0.3364
H 5.0823 -2.5940 7.5857 0.3610
H 2.6403 -2.2279 7.3401 0.3684
H 1.6277 -2.0873 5.0790 0.3753
H 3.0526 -2.3429 3.0633 0.4355
H 5.4932 -2.7198 3.3088 0.3572
H 6.5098 -2.8332 5.5698 0.3607

Record 5
8
Properties=species:S:1:pos:R:3:mulliken_spin:R:1 method="wB97M-V/def2-TZVPD" s2=2.009 gap_ev="4.10 / 7.41" total_charge=-1 homo_energy_ha="-0.0202 / -0.2108" spin_multiplicity=3
C 1.3252 -0.5253 0.4956 0.0207
C -1.0002 0.3896 -0.4120 0.6541
O 1.8926 -1.1064 1.4045 0.0341
O 1.6416 0.0658 -0.5257 0.0107
O -0.1547 -0.3745 0.8665 1.1063
Cl -1.6514 -0.8431 -1.3157 0.0971
Cl -2.0101 1.5722 0.2556 0.0973
H -0.0431 0.8216 -0.7689 -0.0204

Record 6
17
Properties=species:S:1:pos:R:3:mulliken_charge:R:1 method="wB97M-V/def2-TZVPD" gap_ev=8.39 total_charge=+1 homo_energy_ha=-0.4784 spin_multiplicity=1
C 0.0389 2.3677 -0.9683 -0.7770
C 0.4959 1.2674 -1.5802 -0.0084
C -0.2851 0.1020 -1.8774 0.3670
N -1.5615 0.0030 -1.6865 -0.2194
O -0.0255 -2.3914 2.6117 -0.5295
O 1.0719 0.1700 2.0867 -0.4191
O 0.5613 -1.0895 0.0604 -0.2085
P 1.3631 -1.2105 1.2798 0.2118
H 0.6969 3.1946 -0.7663 0.2759
H -0.9831 2.4893 -0.6438 0.1898
H 1.5360 1.2058 -1.8638 0.3706
H 0.2161 -0.7297 -2.3582 0.2825
H -2.0574 -0.8590 -1.8780 0.2723
H 0.0624 -3.3480 2.5327 0.3325
H -2.0791 0.7444 -1.2273 0.1930
H -0.5965 -2.1979 3.3666 0.3253
H 1.5457 0.2819 2.9119 0.3412

Record 7
27
Properties=species:S:1:pos:R:3:mulliken_charge:R:1 method="wB97M-V/def2-TZVPD" gap_ev=10.15 smiles="CCC(=O)O.CNC(C)C" homo_energy_ha=-0.3462 spin_multiplicity=1
C -0.7936 -1.6209 0.6225 0.5589
C 1.8176 -1.1436 0.0576 -0.8407
C -1.2966 -0.3663 1.3342 -1.5358
C -1.8747 -2.1117 -0.3409 -1.3819
N 0.4373 -1.4659 -0.3094 -0.4453
H 0.4615 -2.3524 -0.8013 0.1866
H -0.5639 -2.3843 1.3827 0.4899
H 1.9464 -1.0047 1.1338 0.2824
H 2.4994 -1.9367 -0.2550 0.3786
H 2.1364 -0.2361 -0.4569 0.1295
H -2.3561 -3.0163 0.0202 0.3647
H -2.2059 -0.6373 1.8700 0.4651
H -0.5859 0.0073 2.0684 0.3304
H -1.5474 0.4175 0.6279 0.3404
H -1.4045 -2.3262 -1.3081 0.3701
H -2.6156 -1.3417 -0.5217 0.3227
C 1.0000 2.3626 -0.8121 -0.3846
C 1.0119 2.1593 0.7028 -0.6171
C -0.3208 1.9677 -1.4619 0.5485
O -0.6498 0.6824 -1.4841 -0.4791
O -1.0560 2.7828 -1.9548 -0.6194
H -0.0604 0.0078 -1.0416 0.4070
H 1.8059 1.7878 -1.2769 0.3221
H 1.1586 3.4172 -1.0398 0.3085
H 0.2080 2.7284 1.1652 0.3517
H 0.8907 1.1158 0.9646 -0.2162
H 1.9575 2.5074 1.1144 0.3627

Record 8
17
Properties=species:S:1:pos:R:3:mulliken_charge:R:1 method="wB97M-V/def2-TZVPD" gap_ev=9.46 homo_energy_ha=-0.3290 spin_multiplicity=1
Br 1.3524 -0.1915 -2.0878 -0.1311
Br 1.8855 -1.3639 0.8135 -0.1104
C 1.9557 1.4067 0.1837 -1.1396
C 1.2164 0.1454 -0.1902 0.1847
H 1.5450 2.2652 -0.3740 0.3465
H 3.0299 1.3167 -0.0500 0.3866
H 1.8458 1.6035 1.2634 0.3430
H 0.1306 0.1960 0.0297 0.0214
N -1.7986 0.7805 -0.0769 -0.5238
C -1.5775 -0.0814 -1.0568 -0.2515
C -1.6093 0.0649 1.0811 -0.1289
C -1.2708 -1.2408 0.7984 -0.4624
N -1.2557 -1.3144 -0.5722 0.0091
H -1.6359 0.1315 -2.1243 0.3935
H -1.7264 0.5263 2.0617 0.3852
H -1.0458 -2.0996 1.4307 0.4418
H -1.0415 -2.1449 -1.1298 0.2358